This record from the OMol25 dataset describes a structure of composition C2H2N3O in a non-equilibrium geometry. The level of theory is the ωB97M-V functional and the def2-TZVPD basis.

Values from the calculation:
Charge: +1
HOMO: -16.38 eV
Maximum force: 0.269 Eh/bohr
ΔE to the lowest compared entry with this formula, charge and spin: 113.60 kcal per mole

Positions of all 8 atoms, in Å:
C  -0.79  0.07  -0.14
C  0.40  -0.16  -1.36
N  -0.85  -0.57  -1.26
N  0.27  -0.17  1.67
N  0.22  0.10  0.52
O  1.35  0.00  -1.99
H  -1.68  0.70  0.24
H  1.09  0.04  2.31

Need the natural (NBO) charges? In units of e they are: 0.3453, 0.7879, -0.2879, -0.0871, -0.1425, -0.2814, 0.2604, 0.4053